A 11-piece molecular cluster, C31H89N7O11 overall in a non-equilibrium geometry, computed with ωB97M-V/def2-TZVPD.

```
138
Properties=species:S:1:pos:R:3:mulliken_charge:R:1
C 7.775 18.015 14.224 -1.5262
H 7.999 13.019 13.455 0.2172
C 14.780 11.399 13.797 -1.3251
H 8.763 11.533 15.893 0.2785
H 8.694 13.658 11.924 -0.0693
C 7.762 13.518 12.483 -0.3173
H 10.569 12.612 7.470 0.2406
H 13.842 11.716 14.227 0.2049
C 8.704 10.905 14.998 -0.0927
C 11.800 14.672 15.244 -0.0066
H 7.194 18.946 14.189 0.3646
C 13.814 17.569 17.569 -0.6396
H 17.679 9.975 10.853 0.3936
H 16.624 10.155 9.450 0.2717
H 9.232 8.087 17.490 0.3917
O 10.928 13.846 10.442 -0.3983
C 7.723 15.620 13.511 -0.1194
H 11.985 10.842 12.096 -0.2866
H 9.542 13.486 19.434 0.4367
C 15.746 13.188 18.425 0.1210
H 5.712 16.777 15.312 0.2304
C 17.562 18.273 14.489 -1.0427
H 10.994 8.207 7.126 0.4707
C 6.957 16.933 13.530 0.4690
H 10.381 11.477 11.857 -0.2438
N 11.205 14.987 8.413 -0.3190
H 18.565 16.529 15.282 0.3363
H 13.170 12.029 18.213 0.2080
H 9.993 11.749 19.194 0.1864
N 13.258 7.978 8.596 -0.6959
H 13.878 9.227 15.263 0.1938
H 10.586 9.795 12.503 0.4702
H 15.972 13.610 16.278 0.2220
C 10.171 12.780 18.903 -0.9904
H 14.632 13.503 8.277 0.2990
H 11.693 13.592 15.564 -0.1071
O 15.666 10.041 11.243 0.0306
H 11.032 13.846 12.254 0.0589
H 11.503 15.791 8.938 0.2077
H 14.134 8.479 8.664 0.1968
H 14.761 12.095 12.933 0.1892
C 10.640 9.867 15.784 0.8933
H 12.007 17.667 16.314 0.2153
O 14.012 14.082 10.873 -0.6154
H 9.901 9.549 18.272 0.1133
C 15.443 14.024 17.208 -1.0370
H 17.077 16.177 14.339 0.2183
H 16.840 13.246 18.639 0.4943
H 12.617 15.129 15.789 -0.1471
C 10.835 8.314 8.180 -1.5842
H 15.305 12.546 10.554 0.5253
C 11.620 13.031 18.944 0.2732
H 13.240 7.710 7.650 0.3168
H 13.710 9.809 12.801 -0.2086
H 16.742 9.671 12.961 0.4649
C 10.865 13.819 9.171 -0.1216
H 7.928 17.698 15.254 0.3612
N 5.711 16.784 14.254 -0.6508
H 12.784 8.112 17.535 0.2637
C 14.287 12.789 10.290 0.6357
H 15.714 11.446 17.362 0.2197
H 14.846 12.868 20.249 0.2983
H 7.131 12.925 11.852 0.3708
H 13.055 14.177 10.802 0.1668
C 15.800 9.444 12.508 -1.4682
H 16.256 13.311 21.894 0.2880
H 12.034 13.214 19.941 0.3935
O 13.837 17.821 15.240 -0.4455
C 10.957 10.560 11.791 0.1335
H 12.467 9.658 17.754 0.0475
H 14.303 14.426 19.481 0.1155
H 12.290 9.924 8.226 0.0062
H 16.573 18.624 14.275 0.2552
H 10.032 8.999 8.367 0.3544
H 6.822 17.350 12.553 0.2934
H 11.270 10.077 14.940 -0.1494
H 18.086 19.091 14.998 0.2935
H 16.858 8.650 10.227 0.3690
H 11.079 7.725 16.161 0.3529
H 8.701 15.778 13.014 -0.0123
H 14.369 14.062 17.011 -0.1215
H 18.056 18.161 13.515 0.3555
C 14.007 12.680 8.793 -0.7797
N 15.277 11.782 18.195 -0.4872
C 16.843 13.874 21.174 -0.7059
H 14.357 11.714 8.390 0.3118
H 7.930 15.254 14.557 0.0764
H 7.639 10.771 14.684 0.3976
H 13.058 19.193 16.448 0.4008
N 10.524 12.662 8.501 -0.2505
O 10.966 10.149 10.428 -0.4461
H 9.095 11.413 14.151 -0.3089
H 15.624 11.156 18.941 0.2542
O 16.032 14.633 20.340 -0.3784
H 17.583 14.568 21.653 0.2717
H 10.653 10.704 16.447 -0.3990
H 17.470 13.139 20.606 0.2855
C 12.038 9.324 10.181 -0.0682
C 15.128 13.797 19.690 -0.3132
N 14.601 9.007 14.544 -0.7964
H 12.964 12.847 8.520 -0.0421
H 10.447 7.935 18.773 0.3463
H 13.708 12.027 10.826 -0.3853
H 10.453 11.783 9.051 0.1403
N 12.475 8.933 17.071 -0.4542
H 10.556 7.313 8.566 0.3113
O 16.912 16.736 16.318 -0.3861
H 5.115 16.052 13.894 0.2675
H 14.155 16.552 17.415 -0.2926
H 12.901 14.604 13.413 0.2617
O 12.234 11.895 18.315 -0.4172
H 14.394 8.052 14.221 0.3493
C 13.025 18.117 16.375 -0.1618
H 15.794 8.361 12.348 0.5017
C 12.123 8.929 8.715 0.8157
H 8.697 18.198 13.671 0.3642
H 10.932 15.184 15.715 0.3647
H 13.240 17.668 18.469 0.3941
C 17.529 16.884 15.073 -0.2162
O 9.308 9.598 15.279 -0.4741
H 15.786 14.994 17.416 0.5390
H 14.722 18.209 17.691 0.3494
H 9.812 12.903 17.844 -0.0283
H 15.995 16.819 16.093 0.0650
C 16.739 9.711 10.419 -1.1060
H 11.855 13.929 18.319 -0.0696
H 11.570 15.707 13.237 0.4140
H 13.318 17.841 14.458 0.2329
C 11.075 8.706 16.642 0.0329
C 14.643 9.906 13.419 1.7420
H 11.979 8.387 10.732 0.2334
C 11.882 14.810 13.744 -0.9830
O 10.958 13.817 13.204 0.5104
O 7.049 14.681 12.729 -0.4346
C 10.146 8.555 17.865 -1.2492
H 12.948 9.835 10.502 -0.2482
H 11.474 14.933 7.438 0.2236
H 15.676 11.527 14.427 0.3875
```

Results
HOMO-LUMO gap = 0.331 Eh
Largest force on an atom = 0.0622 hartree/bohr
SMILES = COC[C@H](C)N.COC[C@H](C)N.COC[C@H](C)N.COC[C@H](C)N.COC[C@H](C)N.NC(N)=O.CCO.CCO.CCO.CCO.CCO
Highest occupied orbital energy = -8.69 eV
E_LUMO = 0.3 eV
Multiplicity = 1

=====

C31H90HfN7O15S as an isolated structure in a non-equilibrium geometry, computed with ωB97M-V/def2-TZVPD.

```
145
Properties=species:S:1:pos:R:3:mulliken_charge:R:1
H -0.507 -0.157 -5.224 -0.7886
C -3.024 -0.765 3.697 0.6037
H 3.559 -0.997 -0.354 0.1812
H 4.092 -0.046 1.022 0.2900
H 2.954 -3.382 -2.193 0.3166
H 2.604 -3.256 -7.630 0.3135
H -1.518 7.462 1.445 0.3153
H -3.008 5.930 0.289 0.2188
O 3.358 3.949 -3.007 -0.2840
H -0.039 -2.492 -0.277 -0.4944
H -2.114 -0.169 3.852 0.1963
H 0.356 2.836 -3.180 0.0508
H -1.675 -3.364 5.575 0.4906
H 2.298 1.927 -2.046 0.2951
H -3.116 -4.607 -2.086 0.3129
N -4.019 -2.939 4.419 -0.7417
H 1.013 -0.890 2.754 -0.3960
H 3.365 -5.218 3.211 0.4225
H -0.971 -1.754 5.222 0.2123
H 1.434 4.507 0.213 0.1416
O -2.843 -3.801 -1.626 -0.2155
C -3.029 -1.886 4.772 0.1798
H 0.973 -1.644 -5.606 0.2165
O -0.213 1.060 -6.806 -0.3165
C -0.369 -1.598 0.263 0.5804
H 1.251 -5.592 2.204 0.3135
C 3.253 -0.768 4.678 0.7175
H 3.400 4.532 -5.011 0.2582
H 0.595 3.192 -4.813 0.5012
H 3.974 3.202 -0.512 0.4465
C 2.976 -2.274 -7.333 -0.7031
H 3.791 -3.891 0.623 0.4738
H 0.573 -1.215 0.655 -0.2014
H -5.287 5.942 3.830 0.3360
H -6.000 4.382 3.399 0.2362
C 2.968 4.529 -1.765 -0.8438
H 3.457 -3.475 3.692 0.2893
H 2.866 4.938 0.709 0.3386
H -4.501 4.449 4.312 0.3325
H 3.857 -0.154 4.007 0.2464
H 3.359 -1.791 4.294 -0.5054
H 1.356 -3.304 -5.782 0.4236
H 3.957 -1.955 -7.680 0.2880
H -1.079 -1.992 0.993 -0.0287
C 3.455 4.955 -4.010 -0.8879
O -1.136 -4.790 0.341 -0.7309
H 1.933 4.884 -1.856 0.3449
H -1.356 -2.391 -3.648 0.4448
H -1.226 3.781 1.642 0.3900
C -5.061 4.922 3.497 -0.7860
H -5.393 1.412 3.129 0.3191
C 4.126 -1.043 0.586 -0.7462
H -3.552 6.892 2.454 0.4540
C 2.822 -3.429 -3.272 -1.5758
H -3.692 1.774 3.092 0.2822
H 1.034 -0.959 5.083 -0.4078
C 2.090 2.236 -1.022 0.1648
H -0.377 0.925 1.001 0.1574
N 2.316 4.103 0.521 -0.6452
H 3.610 -1.614 7.844 0.3035
H -1.806 -4.762 1.038 0.3407
H 2.437 -2.841 0.149 -0.3086
C 1.247 0.021 3.304 -0.9410
O -4.748 -4.038 1.419 -0.6528
H 2.220 1.660 4.954 0.3385
H -0.284 -4.744 0.817 0.2036
H -1.486 1.555 -0.154 0.1791
O 2.974 -2.076 -5.938 -0.3780
H -1.241 4.130 0.014 0.1912
H 2.618 5.660 -3.982 0.3620
H 1.837 -1.565 -3.363 -0.2422
H -2.586 5.673 3.214 0.3747
C 1.737 -2.379 -5.324 -0.6438
H -0.183 2.005 -8.651 0.2612
H -1.272 -2.889 3.905 -0.0735
O -6.219 -2.072 1.311 -0.6094
H 1.013 1.500 -4.086 0.1378
C -0.871 1.735 -7.854 -0.7180
H 2.198 -1.737 6.864 0.2241
C -1.894 4.210 0.891 -1.2154
H 2.740 -4.452 -3.644 0.3848
H 0.125 -3.871 -3.806 0.3661
N -1.191 6.575 1.060 -0.7125
O 3.853 -0.759 5.951 -0.4841
C 2.924 3.461 -0.658 0.2299
H -1.814 2.074 -2.800 0.2758
H -2.006 0.456 -5.854 0.4335
O -4.029 -1.972 0.280 -0.2397
H -3.813 -3.389 3.534 0.1507
H -3.001 -1.194 2.690 -0.5060
C -2.316 5.664 1.096 0.3003
H 3.732 -3.026 -3.723 0.4541
O -4.198 -0.012 3.920 -0.5047
H 2.340 0.868 6.289 0.3507
C 3.098 -3.121 0.978 -0.3071
H 2.521 1.451 -0.398 -0.5557
H 2.086 -4.430 4.052 0.4338
H -2.741 3.560 0.682 0.4521
H -3.317 -1.454 5.728 0.4112
N 0.373 -2.996 -3.345 -0.2860
H 0.372 0.670 3.267 0.4849
H -2.148 -4.090 -0.994 0.2843
C -0.994 1.869 -4.618 0.2115
O -2.056 -0.795 -1.375 0.3757
H -4.880 -2.422 4.264 0.3910
H 3.580 -2.729 6.390 0.2859
H -4.325 0.516 1.919 -0.0008
C 1.794 -0.276 4.698 0.7216
H 1.031 2.401 -0.831 -0.1825
H 4.384 5.507 -3.856 0.3562
H 0.588 -3.298 -2.399 -0.0813
H 2.349 -1.557 -7.880 0.2459
C -3.214 5.856 2.326 -0.9079
O -4.286 4.970 2.340 -0.2882
H -2.517 -2.471 -4.679 0.3091
H -1.566 0.999 -8.274 0.3100
S -5.172 -2.863 0.705 1.3321
H -0.584 6.347 1.849 0.2954
C -4.420 0.981 2.900 -0.4077
O -5.467 -3.150 -0.733 -0.8260
H -1.062 0.698 -2.986 -0.1343
O 3.626 -1.946 1.531 -0.2699
H -2.049 0.353 1.146 -0.3655
N -1.731 1.303 -3.457 -0.4480
H -1.431 2.615 -7.530 0.2729
H 1.390 -2.995 2.230 -1.4838
C 1.691 -2.545 -3.829 0.8666
H -0.158 0.006 -1.088 -0.1317
H 3.630 5.375 -1.559 0.4416
H 2.381 -5.610 1.166 0.2910
N 1.711 0.961 5.495 -0.6725
Hf -3.989 -1.889 -1.990 1.0292
N 1.598 -5.022 1.438 -0.7773
H 2.026 0.574 2.765 0.4414
C -1.646 -2.536 4.868 -1.0524
C 3.289 -1.768 6.817 -0.6168
C -1.001 -0.446 -0.544 1.3097
O -2.341 -2.289 -3.747 -0.5555
H -1.574 2.697 -5.033 0.5622
C 0.339 2.355 -4.160 -0.8716
C -1.276 0.664 0.442 -0.4901
C -0.968 0.739 -5.647 0.0521
C 2.142 -3.748 1.999 2.5583
H 5.121 -1.339 0.239 0.3634
C 2.835 -4.270 3.271 -1.8070
```

Results
Total charge = +1
HOMO-LUMO gap = 0.152 Eh
Largest force on an atom = 0.1970 hartree/bohr
Highest occupied orbital energy = -10.23 eV
E_LUMO = -6.1 eV
Multiplicity = 1

=====

A 12-piece molecular cluster, C31H92F3N8O11 overall in a non-equilibrium geometry, computed with ωB97M-V/def2-TZVPD.

```
145
Properties=species:S:1:pos:R:3:lowdin_spin:R:1
O -14.475 -14.878 2.648 0.0000
N -10.683 -10.783 4.344 0.0000
H -6.545 -14.481 -3.480 0.0000
F -10.167 -15.893 4.154 0.0001
H -7.063 -17.816 -2.061 0.0000
C -3.780 -17.833 1.720 0.0000
H -4.121 -19.537 0.527 0.0000
O -8.928 -17.163 1.895 0.0000
H -12.124 -12.195 1.127 0.0000
H -11.313 -16.961 -1.258 0.0000
H -9.611 -12.519 0.739 0.0000
H -8.812 -15.126 2.352 0.0000
C -9.806 -17.783 2.774 0.0000
C -9.085 -15.767 1.513 0.0000
C -10.139 -12.116 4.576 0.0000
O -6.376 -17.936 -1.401 0.0000
H -8.346 -16.114 -0.479 0.0000
H -10.764 -12.826 4.035 0.0000
H -9.755 -21.937 1.729 0.0000
H -10.219 -11.694 6.766 0.0000
C -5.214 -16.806 3.386 0.0000
H -10.839 -17.561 2.506 0.0000
H -9.584 -15.471 7.477 0.0009
C -8.535 -20.482 6.137 0.1019
C -5.380 -18.866 -1.853 0.0000
H -6.691 -18.664 5.506 0.0002
H -15.988 -18.054 5.856 0.0000
H -10.108 -10.039 4.714 0.0000
H -8.985 -16.809 -3.074 0.0000
H -13.787 -17.666 4.697 0.0000
H -16.839 -19.563 5.792 0.0000
H -3.662 -20.626 5.731 0.0002
H -2.305 -17.989 -0.031 0.0000
N -16.092 -18.666 3.313 0.0000
H -6.298 -17.868 -5.293 0.0000
H -4.028 -17.148 0.910 0.0000
H -8.901 -17.729 -4.365 0.0000
C -4.297 -19.756 5.563 0.0011
H -14.281 -9.457 0.515 0.0000
H -9.390 -20.901 6.668 -0.0009
H -12.968 -16.250 2.481 0.0000
H -11.238 -14.826 7.284 0.0000
H -7.112 -15.867 0.776 0.0000
H -6.236 -16.947 3.736 0.0000
H -8.244 -21.616 1.089 0.0000
H -4.393 -19.652 4.482 0.0000
C -7.684 -19.596 7.092 0.0832
O -13.249 -10.942 -0.007 0.0000
H -8.501 -11.546 -0.079 0.0000
H -2.631 -19.648 3.104 0.0000
O -5.453 -20.186 6.142 0.0015
N -6.881 -18.906 1.125 0.0000
C -10.367 -12.536 6.090 0.0001
C -7.192 -15.273 -3.103 0.0000
C -6.376 -19.132 6.439 0.0233
N -8.320 -17.283 -3.669 0.0000
H -3.875 -20.735 2.597 0.0000
N -10.341 -9.972 0.764 0.0000
H -13.509 -18.492 3.089 0.0000
H -7.469 -20.142 8.010 -0.0007
H -8.101 -14.828 -2.699 0.0000
C -14.689 -21.132 6.600 0.0000
H -5.579 -19.148 -2.887 0.0000
H -6.704 -18.642 0.166 0.0000
H -9.003 -20.043 5.256 0.0010
C -8.628 -12.084 4.206 0.0000
H -10.203 -14.201 8.459 0.0001
H -7.820 -18.634 1.379 0.0000
H -11.396 -12.763 6.369 0.0000
H -8.399 -13.109 3.915 0.0000
C -12.076 -11.790 0.116 0.0000
C -15.838 -19.131 5.774 0.0000
H -12.633 -14.839 3.587 0.0000
H -7.981 -11.829 5.045 0.0000
H -9.481 -21.504 0.121 0.0000
H -16.294 -17.705 3.546 0.0000
H -4.514 -16.864 4.220 0.0000
H -13.456 -10.001 1.873 0.0000
H -5.985 -18.368 7.111 0.0030
H -6.760 -19.908 1.161 0.0000
O -9.339 -19.079 2.518 -0.0001
C -2.966 -20.242 2.253 0.0000
H -9.248 -20.423 1.444 0.0000
H -12.446 -14.778 1.788 0.0000
C -7.425 -16.249 -4.229 0.0000
C -10.717 -11.004 -0.239 0.0000
H -6.175 -18.499 1.720 0.0000
H -13.983 -21.232 5.776 0.0000
F -10.257 -17.942 5.177 0.0003
H -4.424 -17.031 -6.714 0.0000
C -9.682 -17.186 4.246 -0.0001
H -9.246 -18.653 8.162 0.0215
H -11.053 -18.393 -3.122 0.0000
H -10.057 -15.521 1.086 0.0000
H -8.017 -14.484 0.086 0.0000
C -8.077 -15.527 0.398 0.0000
H -3.900 -15.593 -5.863 0.0000
H -5.320 -16.874 -4.250 0.0000
H -1.467 -18.729 1.116 0.0000
H -2.243 -20.982 1.910 0.0000
C -10.190 -14.566 7.432 0.0011
H -15.619 -21.622 6.315 0.0000
O -4.979 -17.944 2.582 0.0000
H -8.348 -11.352 3.448 0.0000
H -13.134 -19.228 4.750 0.0000
H -11.010 -9.219 0.698 0.0000
H -4.692 -15.413 -7.406 0.0000
H -12.676 -8.940 0.592 0.0000
C -3.365 -19.126 1.195 0.0000
C -13.294 -9.810 0.813 0.0000
O -11.080 -18.805 -2.255 0.0000
C -10.663 -17.834 -1.327 0.0000
C -6.177 -16.850 -4.922 0.0000
H -5.457 -19.756 -1.229 0.0000
H -15.545 -18.599 2.466 0.0000
H -8.975 -18.116 6.559 0.0204
C -13.782 -18.601 4.138 0.0000
H -3.016 -17.277 2.264 0.0000
C -13.023 -15.171 2.625 0.0000
H -10.678 -18.323 -0.353 0.0000
H -4.423 -18.359 -1.727 0.0000
C -9.493 -11.981 -0.202 0.0000
H -3.691 -18.904 5.871 0.0000
N -9.223 -21.367 1.088 0.0000
H -9.530 -9.550 0.334 0.0000
H -6.680 -15.602 -2.199 0.0000
H -10.745 -10.502 3.376 0.0000
H -5.173 -15.799 2.970 0.0000
H -7.842 -21.280 5.868 0.0200
C -4.695 -16.000 -6.487 0.0000
H -14.172 -21.542 7.468 0.0000
H -8.077 -15.821 -4.990 0.0000
O -9.631 -13.670 6.417 0.0004
N -8.582 -18.448 7.429 0.7216
F -8.514 -16.965 4.763 -0.0003
H -9.464 -12.751 -0.973 0.0000
O -5.927 -15.862 -5.916 0.0000
N -2.192 -18.881 0.429 0.0000
H -14.514 -14.157 3.281 0.0000
C -15.199 -19.231 4.332 0.0000
H -15.169 -20.261 3.976 0.0000
H -10.728 -10.440 -1.171 0.0000
H -9.620 -17.594 -1.537 0.0000
O -15.035 -19.676 6.752 0.0000
H -12.241 -12.725 -0.421 0.0000
```

Results
Total charge = +2
HOMO-LUMO gap (alpha / beta) = 0.241 / 0.085 Eh
Largest force on an atom = 0.0803 hartree/bohr
⟨S²⟩ = 0.754
Highest occupied orbital energy (alpha / beta) = -11.95 / -11.95 eV
E_LUMO (alpha / beta) = -5.4 / -9.6 eV
Multiplicity = 2

=====

Energy across the listed records, respectively: -2445.29147 -3192.79117 -2800.64921 Eh.